(1)
Computed, not measured: a structure of composition C50H55IN3O4S3SbSc, with ωB97M-V/def2-TZVPD.

E_LUMO = 1.447 eV
Charge = -1
Kohn-Sham gap = 5.74 eV
DFT total energy = -4896.97520 Ha
HOMO = -4.3 eV

Each line ends with the Mulliken charge.
CARTESIAN COORDINATES (ANGSTROEM)
Sc: -0.212 2.149 -0.801  -0.741
C: -2.242 -0.418 -3.740  -0.251
C: -0.892 0.016 -4.229  -0.197
N: -0.576 -0.169 -5.491  -0.788
C: 0.625 0.260 -5.931  -1.038
C: 1.506 0.967 -5.155  0.935
C: 2.799 1.436 -5.769  -1.070
O: 2.904 2.859 -5.865  -0.535
C: 1.165 1.207 -3.803  -0.398
C: 2.024 2.094 -3.031  -1.349
N: 1.874 2.530 -1.829  1.173
C: 3.009 3.294 -1.357  -0.347
C: 4.299 2.919 -1.742  0.481
C: 5.415 3.630 -1.352  -1.101
C: 5.280 4.738 -0.529  -0.633
C: 4.019 5.113 -0.106  -0.689
C: 2.902 4.394 -0.515  -0.045
I: 1.079 5.096 0.196  0.154
C: 0.001 0.629 -3.303  1.102
O: -0.296 0.645 -2.027  1.075
H: -2.649 -1.173 -4.411  0.492
H: -2.928 0.433 -3.716  0.401
H: -2.173 -0.802 -2.723  -0.508
H: 0.860 0.037 -6.966  0.337
H: 2.896 0.978 -6.756  0.378
H: 3.655 1.118 -5.174  0.367
H: 2.133 3.180 -6.345  0.359
H: 2.877 2.470 -3.584  1.120
H: 4.427 2.010 -2.312  0.469
H: 6.394 3.292 -1.665  0.375
H: 6.147 5.299 -0.206  0.387
H: 3.891 5.968 0.543  0.411
S: -0.890 4.107 -2.620  -0.457
C: -2.410 3.443 -2.242  0.181
N: -2.524 2.360 -1.510  1.116
C: -3.832 1.904 -1.437  -2.797
C: -4.240 0.715 -0.844  0.604
C: -5.577 0.369 -0.888  -0.914
C: -6.514 1.198 -1.513  -0.735
C: -6.115 2.378 -2.120  -0.476
C: -4.768 2.718 -2.082  1.201
S: -3.943 4.064 -2.822  -0.384
H: -3.497 0.074 -0.388  1.050
H: -5.901 -0.562 -0.439  0.467
H: -7.556 0.908 -1.542  0.395
H: -6.832 3.018 -2.619  0.403
C: -2.764 -4.967 -0.007  -1.892
C: -2.452 -3.673 -0.769  2.261
C: -1.649 -4.014 -2.026  -1.992
C: -3.769 -3.030 -1.212  -1.370
Sb: -1.297 -2.074 0.248  0.165
C: 0.656 -3.036 0.581  1.918
C: 1.384 -2.914 -0.764  -1.410
C: 0.597 -4.498 1.018  -1.902
C: 1.459 -2.237 1.606  -1.903
C: -2.241 -1.931 2.283  2.370
C: -2.846 -0.528 2.340  -2.316
C: -3.350 -2.955 2.507  -1.824
C: -1.236 -2.064 3.422  -1.886
H: -2.928 -5.780 -0.728  0.492
H: -3.677 -4.872 0.579  0.378
H: -1.969 -5.285 0.664  0.194
H: -2.277 -4.600 -2.711  0.566
H: -0.769 -4.615 -1.794  0.362
H: -1.316 -3.122 -2.566  0.189
H: -4.356 -3.758 -1.791  0.524
H: -3.609 -2.157 -1.848  0.035
H: -4.383 -2.717 -0.364  0.086
H: 0.865 -3.420 -1.578  0.425
H: 2.383 -3.359 -0.670  0.394
H: 1.531 -1.867 -1.040  -0.067
H: 0.225 -5.151 0.225  0.329
H: -0.028 -4.643 1.904  0.256
H: 1.611 -4.834 1.274  0.477
H: 1.368 -1.158 1.467  0.005
H: 2.518 -2.478 1.481  0.615
H: 1.185 -2.485 2.628  0.246
H: -3.748 -0.450 1.725  0.247
H: -2.147 0.242 2.010  0.422
H: -3.133 -0.288 3.373  0.576
H: -4.127 -2.903 1.743  0.262
H: -3.833 -2.754 3.475  0.470
H: -2.964 -3.974 2.539  0.353
H: -0.479 -1.278 3.393  0.172
H: -0.738 -3.034 3.431  0.332
H: -1.777 -1.961 4.374  0.572
C: -3.188 4.295 3.822  -0.619
C: -3.308 4.292 2.415  -0.940
C: -2.404 3.604 1.653  -0.444
C: -1.326 2.882 2.234  1.120
C: -0.373 2.183 1.420  0.256
C: 0.677 1.581 2.074  1.186
C: 0.797 1.576 3.490  -0.877
C: -0.131 2.210 4.258  -1.108
C: -1.211 2.902 3.645  1.227
C: -2.162 3.616 4.416  -0.959
H: -3.908 4.836 4.425  0.387
H: -4.115 4.839 1.940  0.452
H: -2.509 3.601 0.575  0.330
H: 1.464 1.083 1.509  -0.442
H: 1.629 1.053 3.950  0.447
H: -0.059 2.200 5.341  0.327
H: -2.053 3.623 5.496  0.420
O: 7.086 -3.589 4.167  -0.516
C: 6.462 -2.400 4.409  0.627
O: 6.548 -1.931 5.514  -0.606
C: 5.724 -1.783 3.281  1.009
C: 5.703 -2.290 1.979  -0.586
C: 5.022 -1.646 0.966  -1.371
C: 4.310 -0.446 1.193  -0.172
S: 3.448 0.361 -0.067  -0.053
C: 4.336 0.047 2.517  -0.195
C: 5.024 -0.600 3.523  -0.750
H: 6.912 -3.860 3.258  0.275
H: 6.219 -3.211 1.718  0.137
H: 5.016 -2.058 -0.036  0.349
H: 3.800 0.965 2.728  0.562
H: 5.036 -0.202 4.531  0.422



(2)
Computed, not measured: a structure of composition C25H44CrN6OSeSi, with ωB97M-V/def2-TZVPD.

E_LUMO (alpha / beta) = 0.422 / 0.416 eV
Charge = 0
Kohn-Sham gap (alpha / beta) = 6.79 / 7.48 eV
DFT total energy = -5118.30327 Ha
HOMO (alpha / beta) = -6.4 / -7.1 eV
2S+1 = 5

Each line ends with the Löwdin spin population.
CARTESIAN COORDINATES (ANGSTROEM)
Cr: -0.427 -0.908 0.586  3.767
N: 1.335 -0.467 1.874  0.012
C: 1.140 -0.512 3.317  0.003
C: -0.350 -0.406 3.674  0.003
N: -1.162 -1.379 2.965  0.035
C: -0.890 -2.753 3.354  0.003
C: 0.121 -3.433 2.406  0.002
N: -0.124 -3.032 1.030  0.011
C: -2.578 -1.045 2.966  0.003
C: -3.322 -1.693 1.785  0.003
N: -2.661 -1.391 0.525  0.017
H: 2.035 -1.141 1.560  0.004
H: 1.650 0.457 1.594  0.004
H: 1.658 0.320 3.811  0.000
H: 1.546 -1.438 3.726  0.000
H: -0.689 0.586 3.375  0.001
H: -0.449 -0.502 4.770  0.000
H: -1.823 -3.318 3.316  0.000
H: -0.519 -2.810 4.389  0.001
H: 0.052 -4.521 2.556  0.000
H: 1.138 -3.139 2.666  0.000
H: -0.862 -3.596 0.610  0.003
H: 0.716 -3.176 0.470  0.004
H: -2.665 0.038 2.870  0.001
H: -3.077 -1.344 3.904  0.001
H: -4.366 -1.342 1.807  0.000
H: -3.347 -2.778 1.916  0.000
H: -3.021 -0.536 0.112  0.003
H: -2.801 -2.126 -0.164  0.003
C: 5.074 -1.170 0.368  0.000
N: 4.354 -1.407 -0.855  0.000
C: 3.103 -1.942 -0.890  0.002
N: 2.578 -2.123 -2.114  0.000
O: 2.521 -2.298 0.136  0.008
H: 6.119 -1.457 0.241  0.000
H: 4.628 -1.790 1.145  0.000
H: 5.023 -0.117 0.669  0.000
H: 4.745 -1.020 -1.698  0.000
H: 2.988 -1.684 -2.919  0.000
H: 1.580 -2.318 -2.166  0.001
C: -2.873 5.901 0.446  0.013
C: -1.773 5.427 -0.253  -0.001
C: -1.419 4.094 -0.191  0.011
C: -2.153 3.188 0.581  0.002
C: -3.265 3.687 1.275  0.011
C: -3.619 5.019 1.214  -0.001
C: -1.862 1.770 0.681  0.050
C: -0.744 1.066 0.395  -0.027
C: 0.524 1.722 0.111  0.002
C: 1.304 1.366 -0.999  0.002
C: 2.568 1.893 -1.179  0.003
C: 3.105 2.773 -0.250  -0.003
C: 2.366 3.115 0.871  0.003
C: 1.097 2.599 1.050  -0.003
H: -3.153 6.943 0.389  0.001
H: -1.188 6.105 -0.862  0.000
H: -0.574 3.739 -0.763  0.001
H: -3.859 3.007 1.873  0.000
H: -4.481 5.371 1.766  0.000
H: -2.725 1.222 1.053  0.002
H: 0.885 0.674 -1.719  0.002
H: 3.148 1.629 -2.053  0.000
H: 4.094 3.182 -0.399  0.000
H: 2.782 3.795 1.603  0.000
H: 0.519 2.873 1.926  0.000
C: -0.521 -2.941 -5.327  0.002
Si: -0.605 -1.365 -4.248  0.008
C: -2.078 -0.278 -4.766  0.001
C: 1.002 -0.379 -4.586  0.001
Se: -0.802 -2.011 -2.082  0.027
H: -0.410 -2.686 -6.378  0.000
H: -1.424 -3.533 -5.216  0.000
H: 0.319 -3.570 -5.042  0.000
H: -2.091 -0.109 -5.838  0.000
H: -2.034 0.690 -4.276  0.000
H: -3.017 -0.747 -4.491  0.000
H: 0.930 0.137 -5.537  0.000
H: 1.871 -1.028 -4.638  0.000
H: 1.183 0.372 -3.826  0.000



(3)
Computed, not measured: a structure of composition C30H32F6N4O2PPdSi, with ωB97M-V/def2-TZVPD.

E_LUMO (alpha / beta) = -4.744 / -7.801 eV
Charge = +2
Kohn-Sham gap (alpha / beta) = 8.23 / 5.98 eV
DFT total energy = -2889.31802 Ha
HOMO (alpha / beta) = -13.0 / -13.8 eV
2S+1 = 6

Each line ends with the Löwdin spin population.
CARTESIAN COORDINATES (ANGSTROEM)
Pd: -17.746 -6.727 -11.230  1.529
N: -19.692 -5.096 -13.503  0.000
C: -19.385 -6.421 -13.919  0.014
C: -19.892 -6.930 -15.090  0.006
C: -19.390 -8.125 -15.588  -0.004
C: -18.434 -8.821 -14.868  0.006
C: -18.015 -8.287 -13.663  0.012
N: -18.555 -7.167 -13.123  0.150
C: -19.893 -4.574 -12.217  0.006
C: -20.761 -3.488 -12.104  0.004
C: -21.028 -3.008 -10.831  -0.003
C: -20.513 -3.625 -9.705  0.005
C: -19.593 -4.664 -9.886  0.008
N: -19.338 -5.138 -11.128  0.090
H: -20.386 -4.724 -14.188  0.000
H: -20.569 -6.439 -15.755  0.001
H: -19.692 -8.597 -16.557  0.000
H: -18.045 -9.749 -15.181  0.001
H: -17.248 -8.717 -13.037  0.003
H: -21.256 -3.178 -12.996  0.001
H: -21.683 -2.151 -10.675  0.000
H: -20.773 -3.311 -8.714  0.001
H: -19.266 -5.253 -9.029  0.002
F: -16.269 -8.264 -11.079  0.052
P: -16.892 -9.631 -9.982  0.002
F: -15.568 -10.387 -10.228  0.002
F: -17.514 -10.718 -9.054  0.001
F: -18.254 -8.702 -9.861  0.025
F: -17.493 -10.248 -11.340  0.000
F: -16.224 -8.834 -8.746  0.022
C: -17.384 -12.000 -3.734  -0.005
C: -16.463 -10.856 -3.887  0.009
C: -16.334 -9.929 -2.832  0.249
C: -15.598 -8.756 -2.986  0.020
C: -14.849 -8.543 -4.139  0.161
C: -14.968 -9.477 -5.211  0.136
N: -14.362 -9.202 -6.353  0.267
C: -13.632 -7.993 -6.700  0.020
C: -12.272 -8.015 -6.606  0.006
C: -11.500 -6.844 -6.705  -0.004
C: -12.108 -5.652 -7.096  0.007
C: -13.500 -5.690 -7.358  0.017
C: -14.283 -6.837 -7.100  0.133
C: -15.762 -6.740 -7.404  0.522
O: -15.802 -5.345 -10.847  0.249
O: -16.242 -5.855 -8.024  0.292
C: -15.820 -10.668 -5.050  0.107
C: -15.945 -11.757 -6.121  0.012
H: -18.379 -11.767 -3.410  -0.001
H: -16.943 -12.782 -3.072  -0.002
H: -17.517 -12.539 -4.671  0.000
H: -16.843 -10.072 -1.912  0.012
H: -15.520 -8.084 -2.142  -0.003
H: -14.201 -7.691 -4.219  0.006
H: -14.765 -9.656 -7.187  0.006
H: -11.769 -8.985 -6.487  0.000
H: -10.430 -7.000 -6.522  0.000
H: -11.589 -4.712 -7.143  0.001
H: -13.907 -4.734 -7.671  0.002
H: -15.193 -11.755 -6.905  0.000
H: -16.924 -11.782 -6.692  0.005
H: -15.813 -12.689 -5.631  0.003
C: -17.243 0.059 -11.553  -0.001
Si: -15.771 -1.166 -11.463  0.038
C: -14.497 -0.383 -10.275  0.003
C: -15.249 -1.710 -13.195  0.044
C: -16.116 -2.911 -10.739  0.524
C: -15.907 -4.178 -10.807  0.217
H: -16.839 0.825 -12.233  0.000
H: -17.614 0.414 -10.624  0.000
H: -18.146 -0.382 -12.016  0.000
H: -14.006 0.442 -10.789  0.000
H: -13.735 -1.046 -9.953  0.000
H: -15.116 -0.058 -9.395  0.000
H: -14.326 -1.121 -13.299  0.005
H: -15.948 -1.249 -13.931  0.003
H: -15.018 -2.749 -13.286  0.001



(4)
Computed, not measured: a cluster of 2 separate species, CH5O2P in total, with ωB97M-V/def2-TZVPD.

E_LUMO (alpha / beta) = -0.703 / -0.641 eV
Charge = 0
Kohn-Sham gap (alpha / beta) = 7.51 / 8.75 eV
DFT total energy = -532.69908 Ha
HOMO (alpha / beta) = -8.2 / -9.4 eV

Each line ends with the Mulliken charge.
CARTESIAN COORDINATES (ANGSTROEM)
C: -0.535 1.186 0.658  -0.739
O: 1.284 -1.244 -1.615  -0.349
O: 0.688 -0.120 -1.023  -0.138
P: -0.896 -0.185 -0.450  0.148
H: -1.378 1.566 1.300  0.333
H: -0.338 1.994 -0.187  0.259
H: 0.406 0.926 1.106  0.266
H: 1.271 -2.027 -1.000  0.332
H: -0.502 -2.097 1.210  -0.113



(5)
Computed, not measured: a cluster of 7 separate species, C28H72F6N5O9 in total, with ωB97M-V/def2-TZVPD.

E_LUMO = -5.009 eV
Charge = +3
Kohn-Sham gap = 8.39 eV
DFT total energy = -2659.24636 Ha
HOMO = -13.4 eV

Each line ends with the Mulliken charge.
CARTESIAN COORDINATES (ANGSTROEM)
C: -7.726 9.444 -6.751  -1.352
C: -6.839 10.640 -6.281  0.001
C: -5.812 10.194 -5.290  -0.552
O: -4.935 11.262 -5.082  -0.379
C: -4.309 11.319 -3.823  -0.690
N: -6.098 11.265 -7.457  -0.242
H: -6.621 11.931 -8.031  0.359
H: -5.280 11.757 -7.048  0.380
H: -5.844 10.503 -8.097  0.378
H: -7.012 8.758 -7.159  0.453
H: -8.551 9.696 -7.359  0.407
H: -8.102 8.993 -5.849  0.357
H: -7.471 11.427 -5.845  0.326
H: -5.254 9.339 -5.669  0.333
H: -6.433 10.031 -4.334  0.382
H: -5.130 11.309 -3.059  0.294
H: -3.736 12.281 -3.720  0.250
H: -3.605 10.493 -3.679  0.294
C: -2.820 -4.111 2.580  -0.805
C: -1.748 -5.174 2.446  0.240
C: -2.222 -6.546 1.851  -0.872
O: -0.994 -7.061 1.381  -0.416
C: -1.181 -8.428 1.049  -0.792
N: -0.764 -4.641 1.398  0.400
H: -0.084 -3.944 1.726  0.010
H: -0.217 -5.466 0.962  0.677
H: -1.353 -4.215 0.664  -0.237
H: -2.377 -3.251 3.061  0.194
H: -3.763 -4.462 3.072  0.439
H: -3.111 -3.697 1.676  -0.017
H: -1.232 -5.438 3.360  0.472
H: -2.810 -6.513 0.916  0.264
H: -2.745 -7.246 2.509  0.496
H: -2.063 -8.530 0.352  0.314
H: -1.450 -8.994 1.910  0.303
H: -0.267 -8.744 0.609  0.313
C: -1.603 -0.493 -2.142  -1.773
C: -2.531 -1.401 -1.363  0.319
C: -2.169 -2.820 -1.635  -0.245
O: -2.776 -3.874 -0.848  -0.290
C: -4.193 -3.987 -1.092  -1.111
N: -2.225 -1.118 0.061  -0.479
H: -2.852 -1.669 0.646  0.194
H: -1.006 -1.585 1.044  -0.061
H: -2.389 -0.148 0.295  0.334
H: -1.623 -0.716 -3.242  0.409
H: -0.568 -0.686 -1.930  0.329
H: -1.925 0.508 -2.011  0.470
H: -3.570 -1.107 -1.648  0.348
H: -1.073 -2.889 -1.467  -0.555
H: -2.462 -3.079 -2.667  0.656
H: -4.349 -4.227 -2.089  0.478
H: -4.709 -3.058 -0.972  0.367
H: -4.715 -4.680 -0.439  0.329
C: 2.005 3.722 5.978  -1.519
C: 2.014 2.465 6.812  0.282
C: 2.233 2.843 8.276  -0.699
O: 2.079 1.696 9.036  -0.371
C: 2.687 1.718 10.364  -0.757
N: 0.714 1.711 6.757  -0.107
H: 0.769 1.073 7.549  0.405
H: -0.105 2.381 6.878  0.411
H: 0.794 1.352 5.793  0.194
H: 2.107 3.613 4.930  0.418
H: 2.783 4.413 6.236  0.426
H: 1.063 4.360 6.157  0.386
H: 2.809 1.776 6.484  0.345
H: 1.428 3.630 8.513  0.333
H: 3.323 3.246 8.386  0.370
H: 2.361 2.572 11.011  0.307
H: 3.757 1.679 10.242  0.347
H: 2.373 0.698 10.693  0.251
C: 5.297 -1.682 -5.100  -1.601
C: 5.403 -0.923 -3.817  0.735
C: 4.130 -0.395 -3.145  -0.608
O: 4.265 0.193 -1.861  -0.224
C: 4.734 1.559 -2.003  -0.727
N: 5.966 -1.769 -2.726  -0.493
H: 6.756 -2.330 -2.844  0.187
H: 6.097 -1.287 -1.826  0.197
H: 4.665 -3.168 -1.721  0.370
H: 4.463 -2.378 -5.011  0.203
H: 6.204 -2.179 -5.292  0.432
H: 5.133 -1.090 -5.979  0.420
H: 6.066 -0.052 -3.965  0.194
H: 3.423 -1.224 -3.052  0.047
H: 3.576 0.318 -3.771  0.431
H: 5.380 1.675 -1.122  0.270
H: 3.905 2.252 -1.993  0.240
H: 5.348 1.567 -2.936  0.298
C: 3.076 -4.312 -1.279  0.285
O: 2.851 -4.436 -2.729  -0.245
O: 4.157 -3.455 -0.923  -0.528
C: 1.866 -3.665 -0.702  0.597
F: 1.657 -2.406 -1.110  -0.267
F: 0.691 -4.314 -0.911  -0.441
F: 1.954 -3.603 0.642  -0.357
C: 3.902 -5.144 -3.316  -0.044
C: 3.543 -5.817 -4.620  -1.328
H: 2.763 -6.610 -4.501  0.326
H: 3.318 -5.137 -5.475  0.297
H: 4.450 -6.299 -4.925  0.413
H: 4.271 -5.888 -2.521  0.334
H: 4.748 -4.434 -3.416  0.140
H: 3.264 -5.299 -0.816  0.319
C: 0.018 -0.887 2.623  0.188
O: 0.603 -1.323 3.796  -0.543
O: -0.479 -1.903 1.836  0.550
C: -1.083 0.222 3.064  0.465
F: -0.741 0.922 4.179  -0.258
F: -1.260 1.091 2.082  -0.269
F: -2.199 -0.440 3.365  -0.274
C: 2.003 -1.749 3.639  0.481
C: 2.898 -0.556 3.767  -0.756
H: 2.810 0.162 2.929  0.266
H: 2.473 -0.031 4.632  -0.109
H: 3.970 -0.765 3.980  0.462
H: 2.178 -2.374 2.748  -0.359
H: 2.209 -2.488 4.491  0.346
H: 0.783 -0.250 2.049  0.218



(6)
Computed, not measured: a cluster of 2 separate species, C2H4ClN7S in total, with ωB97M-V/def2-TZVPD.

E_LUMO (alpha / beta) = -0.924 / -1.011 eV
Charge = 0
Kohn-Sham gap (alpha / beta) = 7.05 / 7.02 eV
DFT total energy = -1319.98199 Ha
HOMO (alpha / beta) = -8.0 / -8.0 eV

Each line ends with the Mulliken charge.
CARTESIAN COORDINATES (ANGSTROEM)
C: -1.736 -1.643 0.898  0.030
C: -2.004 0.121 -0.353  0.198
N: -2.918 -1.791 0.378  -0.653
N: 0.084 -0.141 0.784  -1.055
N: 1.399 0.328 -0.711  -0.426
N: -3.109 -0.616 -0.196  0.181
N: -1.090 -0.570 0.428  0.680
N: 2.390 0.666 0.053  0.546
N: 3.350 1.530 -0.376  -0.468
S: -1.785 1.607 -0.990  -0.375
Cl: 5.015 0.876 -0.434  -0.048
H: -1.224 -2.361 1.473  0.475
H: -4.023 -0.329 -0.635  0.245
H: 2.470 0.459 1.010  0.312
H: 3.180 1.862 -1.329  0.358



Question: Which value of charge does entry 3 give?
Answer: +2



Question: Among the records above, which one has the highest charge?
Answer: C28H72F6N5O9